No. 1
{
  "formula": "C20H41AuGeNO5Si",
  "method": "ωB97M-V with the def2-TZVPD basis set",
  "species": ["Au", "C", "C", "C", "C", "O", "Ge", "O", "C", "C", "C", "C", "O", "C", "C", "C", "C", "H", "H", "H", "H", "H", "H", "H", "H", "H", "H", "H", "H", "H", "H", "H", "H", "H", "H", "H", "H", "H", "H", "H", "H", "H", "H", "H", "O", "N", "C", "C", "C", "C", "C", "H", "H", "H", "H", "H", "C", "Si", "C", "C", "O", "H", "H", "H", "H", "H", "H", "H", "H", "H"],
  "coordinates": [[-0.59014, 0.22029, -1.09816], [3.49985, 0.24960, -1.95798], [3.02191, 1.43513, -1.15467], [4.19714, 2.13587, -0.41866], [2.32154, 2.48618, -2.05435], [2.02596, 0.80889, -0.22384], [1.10195, 1.82945, 0.91446], [-0.43023, 1.97555, -0.06669], [-1.35071, 3.17164, 0.01818], [-0.52289, 4.48969, 0.23024], [-2.08459, 3.24765, -1.31079], [-2.28999, 2.85201, 1.18824], [0.50777, 0.85719, 2.24428], [1.13700, 0.13459, 3.31851], [2.05088, 0.97807, 4.21887], [-0.05916, -0.37810, 4.15756], [1.88950, -1.02826, 2.67460], [4.06303, 0.58890, -2.82666], [2.61973, -0.27675, -2.32351], [4.12516, -0.45593, -1.34720], [4.95189, 2.41381, -1.20294], [4.67952, 1.45489, 0.31077], [3.88338, 2.99992, 0.17862], [3.05877, 3.01903, -2.69037], [1.85937, 3.25380, -1.42363], [1.54088, 2.08539, -2.72378], [0.12884, 4.66285, -0.65281], [0.06595, 4.45290, 1.13993], [-1.18885, 5.33743, 0.32534], [-1.31904, 3.16762, -2.09471], [-2.59104, 4.23320, -1.45727], [-2.86703, 2.47841, -1.34914], [-1.67772, 2.62366, 2.05936], [-2.85391, 1.98444, 0.88112], [-2.97117, 3.67863, 1.35228], [1.49209, 1.75009, 4.76976], [2.87588, 1.47195, 3.64166], [2.52480, 0.33354, 4.94719], [-0.54610, 0.44527, 4.63222], [0.27234, -1.10655, 4.87350], [-0.75840, -0.84823, 3.43735], [2.74926, -0.76032, 2.03141], [1.22542, -1.63163, 2.03136], [2.30939, -1.74261, 3.41477], [-2.79723, 0.14219, -0.93871], [-3.30975, -1.08272, -1.03634], [-3.24239, -1.74159, -2.21070], [-3.79511, -2.97904, -2.30433], [-4.51310, -3.52783, -1.25361], [-4.53833, -2.81455, -0.07853], [-3.94180, -1.57251, 0.02791], [-2.69548, -1.23673, -2.98499], [-3.72551, -3.49601, -3.22894], [-5.00798, -4.48698, -1.38319], [-4.98556, -3.20664, 0.81759], [-3.95310, -0.97389, 0.94140], [-0.07877, -4.02960, -2.71671], [0.19515, -2.79591, -1.37229], [-0.81178, -3.11183, 0.19552], [1.98364, -2.63625, -0.94854], [-0.40243, -1.42306, -2.12092], [-0.23014, -5.07553, -2.46415], [0.76158, -4.04952, -3.45182], [-0.97525, -3.78958, -3.26716], [-0.43557, -3.86810, 0.91768], [-1.83743, -3.42974, -0.03776], [-0.91847, -2.15810, 0.77370], [2.28578, -3.37907, -0.18890], [2.15909, -1.64042, -0.54786], [2.73176, -2.71612, -1.75279]],
  "forces_ev_per_angstrom": [[0.07, -0.23, -0.26], [0.45, -0.47, 0.17], [-0.27, 0.34, 0.05], [0.10, -0.83, -0.05], [0.18, 0.04, -0.04], [0.68, 0.83, -0.28], [0.59, 0.13, 0.40], [-0.30, 1.72, 0.24], [-0.06, 0.61, 0.40], [0.00, -1.32, -0.79], [-0.15, 0.53, -0.02], [0.80, 0.24, -0.80], [-0.26, 0.47, 0.12], [0.10, -0.61, 0.37], [0.25, 0.77, -0.88], [0.38, -0.34, -1.79], [0.56, -1.13, -0.07], [0.17, -0.03, 0.05], [0.06, -0.14, -0.08], [-0.58, 0.71, -0.55], [-0.68, -0.05, 0.89], [-0.19, 0.12, -0.55], [-0.03, 0.12, -0.43], [-0.31, -0.43, 0.37], [0.01, -0.02, -0.04], [0.31, -0.14, 0.36], [-0.28, -0.08, 0.59], [0.25, -0.04, 0.18], [-0.30, 0.06, -0.04], [-0.46, -0.20, -0.10], [0.45, -0.68, 0.34], [0.43, 0.06, -0.36], [-0.28, 0.08, 0.24], [-0.25, -0.36, 0.21], [-0.06, 0.15, 0.23], [0.12, -0.21, -0.30], [-0.67, -0.37, 0.36], [0.07, -0.21, 0.17], [-0.35, 0.51, 0.41], [0.09, -0.30, 0.42], [0.22, 0.10, 0.56], [-0.44, 0.39, 0.33], [0.03, 0.34, 0.26], [-0.34, 0.54, -0.15], [0.25, 0.17, -0.07], [-0.08, 0.56, -0.21], [0.42, 0.47, 0.52], [-0.65, -0.37, -0.18], [0.31, -0.04, -0.25], [-0.25, 0.09, 0.88], [-0.17, -0.60, 0.23], [0.05, 0.03, -0.10], [0.08, -0.33, -0.66], [0.14, 0.18, 0.24], [-0.31, -0.11, 0.06], [0.15, -0.13, -0.51], [0.56, -0.92, -0.84], [-0.32, 0.12, -0.44], [-0.26, 0.23, 0.75], [0.91, -0.16, 0.32], [0.08, -0.43, 0.25], [0.17, -0.18, 0.50], [-0.54, 0.27, 0.51], [-0.33, 0.38, -0.31], [0.07, 0.41, -0.57], [0.20, 0.05, -0.12], [0.15, -0.56, -0.33], [-0.17, 0.29, -0.15], [-0.04, 0.07, 0.43], [-0.57, -0.17, -0.08]],
  "lowdin_spin": [0.5265, 0.0042, 0.0098, 0.0148, 0.0101, 0.2161, 0.4271, 0.1210, 0.0072, 0.0314, 0.0011, 0.0013, 0.1712, 0.0073, 0.0063, 0.0057, 0.0018, 0.0004, 0.0011, 0.0001, 0.0005, 0.0002, 0.0106, 0.0003, 0.0070, 0.0024, 0.0005, 0.0205, 0.0019, 0.0001, 0.0001, 0.0002, 0.0007, 0.0002, 0.0001, 0.0000, 0.0036, -0.0002, 0.0000, 0.0009, 0.0002, 0.0001, 0.0001, 0.0005, 0.2074, -0.0038, 0.0105, -0.0019, 0.0162, -0.0012, 0.0161, 0.0001, -0.0004, 0.0008, -0.0003, 0.0006, 0.0055, 0.0181, 0.0031, 0.0017, 0.1085, 0.0010, -0.0001, 0.0000, 0.0006, 0.0000, 0.0008, 0.0000, 0.0013, 0.0001],
  "s_squared": 2.01,
  "spin_multiplicity": 3,
  "homo_lumo_gap_ha": [0.325, 0.270],
  "homo_energy_ev": [-11.71, -12.19],
  "charge": 1
}

No. 2
{
  "formula": "C20H41BN7O2S6Sr",
  "method": "ωB97M-V with the def2-TZVPD basis set",
  "species": ["Sr", "C", "C", "N", "C", "C", "N", "C", "C", "C", "N", "C", "C", "N", "C", "H", "H", "H", "H", "H", "H", "H", "H", "H", "H", "H", "H", "H", "H", "H", "H", "H", "H", "H", "H", "H", "H", "H", "H", "O", "C", "S", "C", "C", "S", "S", "S", "C", "S", "C", "O", "H", "H", "H", "H", "H", "H", "C", "N", "C", "C", "N", "C", "S", "H", "H", "H", "H", "H", "H", "H", "H", "B", "C", "N", "H", "H", "H"],
  "coordinates": [[0.96326, 0.19913, -0.87928], [-1.12046, 3.08527, 1.16528], [0.19164, 2.47325, 1.66712], [-0.02100, 1.29096, 2.48592], [0.93620, 1.00724, 3.55341], [1.71296, -0.30630, 3.36561], [0.96142, -1.50796, 3.09349], [-0.02037, -1.98252, 4.04988], [-1.41742, -1.32721, 4.06993], [-2.41164, -1.92443, 3.05506], [-2.53321, -1.27068, 1.75825], [-3.02713, 0.09025, 1.76866], [-3.07472, 0.65667, 0.35957], [-1.77464, 1.07974, -0.22151], [-1.58843, 2.53749, -0.17378], [-1.00320, 4.16663, 1.04559], [-1.88243, 2.92841, 1.93197], [0.72426, 3.20350, 2.27742], [0.86167, 2.29840, 0.80108], [-0.19711, 0.45315, 1.94359], [0.41130, 0.98510, 4.51549], [1.66769, 1.81821, 3.61562], [2.29886, -0.46957, 4.27814], [2.42908, -0.18225, 2.54717], [0.68310, -1.63833, 2.13248], [0.43264, -1.89653, 5.04339], [-0.15352, -3.05313, 3.86368], [-1.33246, -0.25236, 3.90263], [-1.82983, -1.44375, 5.07784], [-3.41357, -1.94995, 3.49746], [-2.13676, -2.96430, 2.85759], [-1.67520, -1.35406, 1.22777], [-2.45895, 0.77001, 2.41647], [-4.05475, 0.06982, 2.15217], [-3.75504, 1.51747, 0.34866], [-3.50132, -0.10030, -0.29884], [-1.87586, 0.87683, -1.22188], [-2.50625, 3.05460, -0.48662], [-0.82986, 2.78732, -0.92574], [6.30691, -2.19631, -3.74752], [5.33901, -1.64234, -3.27748], [3.69078, -1.84813, -3.82577], [2.82782, -0.76751, -2.69848], [3.65042, -0.13195, -1.78633], [3.59296, 0.82321, -0.26196], [5.37672, -0.54072, -1.91476], [1.20260, -0.67190, -3.46231], [0.56541, 3.22615, -3.67879], [2.08518, 2.48027, -3.07106], [2.70823, 3.90851, -2.17800], [2.96898, 2.29593, -4.23989], [0.77763, 4.16135, -4.19661], [-0.11246, 3.39612, -2.84213], [0.12472, 2.49751, -4.35793], [2.06049, 4.10432, -1.32123], [2.76437, 4.77096, -2.84203], [3.69346, 3.62415, -1.81369], [-5.11197, -1.81975, -4.04932], [-3.92327, -2.14911, -3.30991], [-3.86195, -3.35362, -2.48678], [-2.48443, -3.24865, -1.82035], [-2.18884, -1.83754, -2.02261], [-2.97625, -1.25879, -2.93889], [-2.80109, 0.32047, -3.49492], [-5.31007, -2.58728, -4.79934], [-4.95992, -0.86305, -4.54231], [-5.97936, -1.74644, -3.38399], [-3.96344, -4.24722, -3.10293], [-4.67337, -3.34570, -1.75020], [-1.73719, -3.87379, -2.31256], [-2.50401, -3.49751, -0.76166], [-1.29438, -1.43483, -1.80369], [-0.33948, -4.65472, 0.81483], [-0.00136, -3.17611, 0.37415], [0.17934, -2.06636, 0.09061], [-1.53292, -4.66292, 1.05544], [-0.06623, -5.39035, -0.10746], [0.31557, -4.89487, 1.80509]],
  "forces_ev_per_angstrom": [[-0.49, -0.18, 0.55], [0.00, -0.04, 0.02], [-0.07, -0.11, -0.02], [0.24, 0.01, 0.00], [0.04, -0.02, -0.04], [-0.01, -0.05, -0.04], [-0.25, 0.07, 0.04], [0.07, 0.05, -0.01], [0.03, 0.00, -0.02], [-0.01, 0.00, -0.02], [0.11, -0.07, -0.03], [-0.01, 0.00, -0.02], [0.01, 0.13, 0.07], [0.01, -0.04, -0.21], [0.09, -0.02, 0.00], [0.03, -0.01, 0.00], [0.01, 0.02, 0.00], [-0.05, 0.01, 0.02], [0.08, 0.11, 0.07], [-0.16, 0.02, -0.02], [-0.01, -0.02, 0.01], [0.00, 0.00, 0.01], [0.04, 0.03, 0.01], [-0.01, 0.02, -0.01], [0.15, 0.00, 0.05], [0.01, 0.05, 0.01], [-0.01, -0.02, 0.05], [-0.01, 0.02, 0.06], [-0.01, -0.08, -0.01], [0.00, 0.06, -0.01], [-0.02, -0.02, 0.02], [0.05, 0.02, -0.05], [0.00, -0.01, 0.02], [0.00, 0.00, -0.01], [-0.02, -0.01, -0.01], [0.02, -0.04, -0.02], [-0.10, -0.07, 0.03], [0.01, 0.00, 0.00], [0.04, 0.03, 0.00], [0.01, 0.05, -0.04], [-0.09, -0.09, 0.11], [-0.06, -0.01, 0.03], [1.10, 0.34, -0.78], [0.27, -0.87, -0.11], [-0.70, 0.31, -0.34], [-0.05, -0.01, 0.07], [-0.28, 0.19, 0.73], [0.00, -0.02, -0.05], [-0.08, 0.15, 0.09], [-0.02, 0.01, 0.03], [0.06, 0.04, -0.03], [0.05, -0.03, -0.03], [-0.03, 0.04, 0.00], [0.00, -0.01, 0.02], [-0.01, 0.03, -0.01], [0.01, -0.02, -0.02], [0.00, -0.01, 0.01], [0.01, 0.00, 0.00], [0.01, -0.03, -0.02], [0.01, -0.01, -0.01], [-0.01, 0.01, 0.00], [-0.07, 0.14, 0.08], [0.03, 0.08, -0.02], [-0.01, -0.02, 0.10], [0.00, 0.00, 0.00], [0.00, 0.00, 0.00], [0.00, 0.00, 0.00], [-0.01, -0.01, 0.01], [0.00, 0.02, 0.01], [0.00, 0.01, -0.01], [0.00, -0.03, -0.02], [0.12, -0.23, -0.09], [0.00, 0.02, -0.01], [-0.10, -0.04, 0.02], [0.07, 0.14, -0.16], [-0.01, 0.00, 0.01], [0.00, 0.00, 0.00], [0.00, 0.00, -0.01]],
  "nbo_charge": [1.6848, -0.4298, -0.1928, -0.6745, -0.2310, -0.2302, -0.6531, -0.2221, -0.4464, -0.2244, -0.6505, -0.2374, -0.2275, -0.7288, -0.2026, 0.2067, 0.2171, 0.2056, 0.1327, 0.3653, 0.1731, 0.1883, 0.1819, 0.2159, 0.3821, 0.1800, 0.2055, 0.2102, 0.1964, 0.1770, 0.2149, 0.3735, 0.1837, 0.1822, 0.1739, 0.2168, 0.3995, 0.1833, 0.1680, -0.6059, 0.1526, 0.3456, -0.4681, -0.4322, -0.5703, 0.3299, -0.5265, -0.8367, 1.2752, -0.8350, -0.9723, 0.2228, 0.2098, 0.2620, 0.2150, 0.2186, 0.2619, -0.4072, -0.4165, -0.2136, -0.2320, -0.5905, 0.3344, -0.3443, 0.1961, 0.2458, 0.1844, 0.2035, 0.1865, 0.2103, 0.2447, 0.4237, -0.5951, 0.3926, -0.7632, -0.0064, 0.0153, 0.0177],
  "spin_multiplicity": 1,
  "homo_lumo_gap_ha": 0.235,
  "homo_energy_ev": -4.39,
  "charge": -1,
  "e_above_lowest_kcal_mol": 56.3
}